(1)
A structure of composition C37H44BrCaF5N3O2Si2, computed with wB97M-V/def2-TZVPD.

Summary:
Total charge: -1
ΔE to the lowest compared entry with this formula, charge and spin (eV): 0.599
Spin multiplicity: 1
HOMO energy (eV): -4.5
Frontier orbital gap (eV): 6.98
Calculated total energy (eV): -165475.5740

Cartesian coordinates (Å):
Ca 0.827 -0.507 0.706
C 2.508 2.583 2.317
O 2.754 1.284 1.803
C 4.130 0.985 1.740
C 4.261 -0.508 1.547
O 3.511 -0.969 0.440
C 4.106 -0.639 -0.805
H 2.954 2.686 3.312
H 1.434 2.702 2.393
H 2.925 3.351 1.657
H 4.626 1.262 2.680
H 4.607 1.552 0.930
H 3.863 -1.021 2.420
H 5.318 -0.775 1.424
H 5.158 -0.946 -0.811
H 4.044 0.429 -1.011
H 3.571 -1.185 -1.574
C -1.662 3.202 -3.310
Si -1.317 1.716 -2.178
C -2.411 2.072 -0.692
C -2.087 0.265 -3.122
C 0.509 1.526 -1.936
C 1.089 0.296 -2.380
C 2.022 0.226 -3.464
C 2.431 -0.973 -3.976
C 1.985 -2.169 -3.391
C 1.181 -2.059 -2.284
N 0.750 -0.892 -1.768
Si 1.511 3.063 -2.026
C 0.873 4.338 -0.793
C 3.325 2.760 -1.579
C 1.609 3.977 -3.687
H -2.734 3.229 -3.532
H -1.125 3.114 -4.257
H -1.397 4.161 -2.857
H -3.446 2.186 -1.034
H -2.124 3.001 -0.195
H -2.387 1.274 0.050
H -2.556 0.646 -4.034
H -2.867 -0.220 -2.536
H -1.365 -0.495 -3.412
H 2.328 1.150 -3.936
H 3.087 -0.996 -4.838
H 2.284 -3.138 -3.764
H 0.863 -2.949 -1.750
H 0.797 3.902 0.203
H -0.114 4.718 -1.069
H 1.554 5.193 -0.738
H 3.432 2.552 -0.515
H 3.925 3.643 -1.816
H 3.747 1.921 -2.133
H 0.630 4.318 -4.027
H 2.028 3.344 -4.474
H 2.256 4.855 -3.592
N -2.019 -2.984 -1.231
C -3.369 -2.929 -1.044
C -4.269 -3.560 -1.876
C -5.651 -3.517 -1.617
C -6.150 -2.851 -0.535
C -5.258 -2.178 0.335
C -5.697 -1.455 1.469
C -4.784 -0.821 2.256
C -3.418 -0.893 1.911
N -2.969 -1.548 0.871
C -3.869 -2.200 0.087
H -1.673 -3.194 -2.150
H -1.485 -2.312 -0.701
H -3.900 -4.102 -2.739
H -6.324 -4.030 -2.294
H -7.213 -2.822 -0.331
H -6.757 -1.416 1.692
H -5.077 -0.255 3.130
H -2.682 -0.369 2.513
F 0.455 -4.053 0.153
C 1.046 -3.949 1.382
C 1.301 -2.706 1.910
C 1.899 -2.760 3.149
F 2.236 -1.601 3.797
C 2.224 -3.921 3.830
F 2.813 -3.898 5.040
C 1.937 -5.138 3.240
F 2.240 -6.287 3.866
C 1.340 -5.156 1.993
F 1.065 -6.337 1.410
Br -2.621 2.741 6.141
C -1.708 1.934 4.668
C -1.611 2.614 3.469
C -0.950 1.998 2.408
C -0.373 0.719 2.463
C -0.505 0.101 3.721
C -1.154 0.676 4.814
H -2.049 3.599 3.362
H -0.909 2.560 1.481
H -0.102 -0.896 3.874
H -1.231 0.151 5.758

Here are the Mulliken charges for atoms 1 to 5, given in e: 1.5972, -0.7373, 0.2954, -0.7579, -0.6857

=====

(2)
A structure of composition C37H44F8N5PS2SeTc in a non-equilibrium geometry, computed with wB97M-V/def2-TZVPD.

Summary:
Total charge: -2
ΔE to the lowest compared entry with this formula, charge and spin (eV): 1.981
Spin multiplicity: 4
HOMO energy (spin up / spin down) (eV): -0.7 / -1.1
Frontier orbital gap (spin up / spin down) (eV): 4.68 / 5.07
Calculated total energy (eV): -166778.4864

Cartesian coordinates (Å):
Tc 0.349 0.547 1.218
F 2.651 1.238 7.332
C 2.513 1.657 6.052
F 3.780 1.694 5.570
F 2.131 2.947 6.157
C 1.596 0.796 5.261
C 1.054 -0.360 5.837
C 0.206 -1.134 5.050
C -0.050 -0.757 3.753
N 0.478 0.341 3.169
C 1.292 1.114 3.937
S 1.942 2.519 3.147
H 1.280 -0.611 6.861
H -0.241 -2.033 5.438
H -0.703 -1.345 3.122
N 2.521 -0.109 1.276
H 3.137 0.269 0.562
H 2.436 -1.117 1.121
H 2.974 0.018 2.179
F -0.164 -9.122 0.749
C 0.246 -7.851 0.979
C -0.355 -7.086 1.973
F -1.357 -7.621 2.709
C 0.082 -5.792 2.212
F -0.515 -5.091 3.191
C 1.119 -5.206 1.473
Se 1.707 -3.492 1.803
C 1.692 -6.002 0.471
F 2.683 -5.499 -0.291
C 1.278 -7.302 0.229
F 1.877 -8.047 -0.733
N -6.659 0.982 2.443
C -5.931 0.244 1.498
S -6.820 -0.750 0.463
C -4.542 0.402 1.435
C -3.811 1.387 2.169
C -2.458 1.499 2.050
N -1.691 0.689 1.274
C -2.378 -0.298 0.623
C -3.726 -0.451 0.643
H -7.606 0.633 2.523
H -6.201 1.058 3.341
H -4.341 2.079 2.806
H -1.918 2.268 2.592
H -1.756 -0.981 0.063
H -4.202 -1.244 0.085
C -0.461 1.878 -4.539
C -0.678 1.472 -3.084
C -2.123 1.022 -2.868
C -0.497 2.695 -2.189
P 0.451 0.097 -2.269
N 0.363 0.164 -0.738
C 2.290 0.421 -2.853
C 2.626 0.264 -4.333
C 2.581 1.852 -2.403
C 3.186 -0.518 -2.032
C -0.050 -1.620 -3.030
C 1.071 -2.641 -2.822
C -0.392 -1.557 -4.519
C -1.247 -2.172 -2.254
H -1.199 2.639 -4.801
H -0.581 1.050 -5.231
H 0.522 2.321 -4.682
H -2.802 1.849 -3.082
H -2.255 0.744 -1.823
H -2.413 0.191 -3.506
H -1.381 3.330 -2.232
H 0.355 3.310 -2.458
H -0.368 2.357 -1.161
H 2.018 0.906 -4.962
H 2.498 -0.763 -4.665
H 3.673 0.534 -4.490
H 2.147 2.577 -3.084
H 3.657 2.038 -2.372
H 2.168 2.011 -1.404
H 3.576 -1.340 -2.627
H 2.618 -0.937 -1.205
H 4.044 0.021 -1.627
H 1.936 -2.448 -3.449
H 0.697 -3.636 -3.074
H 1.382 -2.665 -1.781
H 0.372 -1.037 -5.088
H -1.346 -1.063 -4.684
H -0.477 -2.572 -4.914
H -0.942 -2.377 -1.230
H -1.567 -3.114 -2.706
H -2.094 -1.495 -2.240
C 0.873 2.488 1.696
C 0.687 3.793 1.175
C 1.624 4.846 1.330
C 1.363 6.118 0.878
C 0.167 6.414 0.237
C -0.771 5.399 0.070
C -0.528 4.130 0.530
H 2.563 4.634 1.826
H 2.105 6.899 1.016
H -0.039 7.419 -0.104
H -1.708 5.624 -0.421
H -1.287 3.367 0.467

Here are the Mulliken charges for atoms 1 to 5, given in e: -0.3101, -0.3304, 0.6609, -0.2418, -0.2380

=====

(3)
A structure of composition C37H44FN5S4V in a non-equilibrium geometry, computed with wB97M-V/def2-TZVPD.

Summary:
Total charge: 0
ΔE to the lowest compared entry with this formula, charge and spin (eV): 0.000
Spin multiplicity: 4
HOMO energy (spin up / spin down) (eV): -7.0 / -7.4
Frontier orbital gap (spin up / spin down) (eV): 6.24 / 6.54
Calculated total energy (eV): -118280.0791

Cartesian coordinates (Å):
V 0.224 0.343 0.104
S 1.781 1.378 1.560
C 1.888 -0.173 2.378
N 2.179 -0.314 3.647
N 2.366 0.789 4.336
C 2.608 0.759 5.715
C 2.654 -0.438 6.421
C 2.886 -0.411 7.787
C 3.071 0.792 8.457
C 3.023 1.981 7.741
C 2.792 1.969 6.376
N 1.741 -1.388 1.725
N 1.276 -1.327 0.554
C 1.299 -2.549 -0.193
C 0.917 -2.475 -1.524
C 0.920 -3.617 -2.309
C 1.302 -4.833 -1.763
C 1.692 -4.898 -0.429
C 1.697 -3.759 0.359
H 2.293 1.680 3.849
H 2.510 -1.370 5.893
H 2.924 -1.344 8.334
H 3.252 0.803 9.523
H 3.168 2.926 8.248
H 2.758 2.896 5.815
H 0.646 -1.513 -1.945
H 0.632 -3.552 -3.351
H 1.306 -5.726 -2.374
H 1.998 -5.843 0.000
H 2.003 -3.795 1.396
C 0.240 4.933 -2.399
C 0.135 3.980 -1.199
C 0.262 4.761 0.110
C -1.147 3.180 -1.296
C -2.379 3.794 -1.104
C -3.562 3.095 -1.286
C -3.536 1.769 -1.696
C -2.326 1.118 -1.905
C -2.270 -0.283 -2.496
C -2.422 -1.382 -1.450
C -3.304 -0.480 -3.606
C -1.126 1.818 -1.654
N 0.115 1.120 -1.748
C 0.823 1.159 -2.929
C 0.323 1.676 -4.131
C 1.074 1.667 -5.301
C 2.353 1.137 -5.319
C 2.875 0.609 -4.139
C 2.116 0.631 -2.998
F 2.636 0.113 -1.863
H 1.182 5.485 -2.361
H -0.577 5.658 -2.381
H 0.201 4.393 -3.345
H 0.966 3.277 -1.249
H -0.518 5.522 0.199
H 1.225 5.276 0.133
H 0.197 4.109 0.980
H -2.416 4.839 -0.819
H -4.513 3.594 -1.138
H -4.470 1.252 -1.882
H -1.281 -0.384 -2.944
H -3.419 -1.362 -1.010
H -1.699 -1.288 -0.631
H -2.263 -2.364 -1.901
H -4.323 -0.492 -3.212
H -3.137 -1.434 -4.109
H -3.237 0.314 -4.350
H -0.677 2.096 -4.135
H 0.648 2.082 -6.205
H 2.940 1.130 -6.226
H 3.869 0.183 -4.096
C -4.628 2.336 2.122
C -3.463 3.093 2.748
S -1.814 2.572 2.177
C -1.135 1.753 3.638
C -1.551 0.308 3.876
S -1.247 -0.789 2.462
C -2.911 -1.317 1.974
C -3.863 -0.278 1.384
S -4.810 0.620 2.659
H -4.541 2.336 1.035
H -5.563 2.840 2.371
H -3.479 3.006 3.834
H -3.557 4.153 2.502
H -1.369 2.356 4.518
H -0.058 1.804 3.486
H -2.606 0.241 4.128
H -0.969 -0.095 4.708
H -3.374 -1.813 2.829
H -2.712 -2.094 1.235
H -4.588 -0.796 0.754
H -3.332 0.449 0.773

Here are the Mulliken charges for atoms 1 to 5, given in e: 0.4265, -0.5768, -0.2654, -0.5420, 0.3826

=====

Question: ΔE to the lowest compared entry with this formula, charge and spin of number 1 (C37H44BrCaF5N3O2Si2)?
Answer: 0.599 eV

=====

What did the first record say?
A structure of composition C37H44BrCaF5N3O2Si2, computed with wB97M-V/def2-TZVPD.

Summary:
Total charge: -1
ΔE to the lowest compared entry with this formula, charge and spin (eV): 0.599
Spin multiplicity: 1
HOMO energy (eV): -4.5
Frontier orbital gap (eV): 6.98
Calculated total energy (eV): -165475.5740

Cartesian coordinates (Å):
Ca 0.827 -0.507 0.706
C 2.508 2.583 2.317
O 2.754 1.284 1.803
C 4.130 0.985 1.740
C 4.261 -0.508 1.547
O 3.511 -0.969 0.440
C 4.106 -0.639 -0.805
H 2.954 2.686 3.312
H 1.434 2.702 2.393
H 2.925 3.351 1.657
H 4.626 1.262 2.680
H 4.607 1.552 0.930
H 3.863 -1.021 2.420
H 5.318 -0.775 1.424
H 5.158 -0.946 -0.811
H 4.044 0.429 -1.011
H 3.571 -1.185 -1.574
C -1.662 3.202 -3.310
Si -1.317 1.716 -2.178
C -2.411 2.072 -0.692
C -2.087 0.265 -3.122
C 0.509 1.526 -1.936
C 1.089 0.296 -2.380
C 2.022 0.226 -3.464
C 2.431 -0.973 -3.976
C 1.985 -2.169 -3.391
C 1.181 -2.059 -2.284
N 0.750 -0.892 -1.768
Si 1.511 3.063 -2.026
C 0.873 4.338 -0.793
C 3.325 2.760 -1.579
C 1.609 3.977 -3.687
H -2.734 3.229 -3.532
H -1.125 3.114 -4.257
H -1.397 4.161 -2.857
H -3.446 2.186 -1.034
H -2.124 3.001 -0.195
H -2.387 1.274 0.050
H -2.556 0.646 -4.034
H -2.867 -0.220 -2.536
H -1.365 -0.495 -3.412
H 2.328 1.150 -3.936
H 3.087 -0.996 -4.838
H 2.284 -3.138 -3.764
H 0.863 -2.949 -1.750
H 0.797 3.902 0.203
H -0.114 4.718 -1.069
H 1.554 5.193 -0.738
H 3.432 2.552 -0.515
H 3.925 3.643 -1.816
H 3.747 1.921 -2.133
H 0.630 4.318 -4.027
H 2.028 3.344 -4.474
H 2.256 4.855 -3.592
N -2.019 -2.984 -1.231
C -3.369 -2.929 -1.044
C -4.269 -3.560 -1.876
C -5.651 -3.517 -1.617
C -6.150 -2.851 -0.535
C -5.258 -2.178 0.335
C -5.697 -1.455 1.469
C -4.784 -0.821 2.256
C -3.418 -0.893 1.911
N -2.969 -1.548 0.871
C -3.869 -2.200 0.087
H -1.673 -3.194 -2.150
H -1.485 -2.312 -0.701
H -3.900 -4.102 -2.739
H -6.324 -4.030 -2.294
H -7.213 -2.822 -0.331
H -6.757 -1.416 1.692
H -5.077 -0.255 3.130
H -2.682 -0.369 2.513
F 0.455 -4.053 0.153
C 1.046 -3.949 1.382
C 1.301 -2.706 1.910
C 1.899 -2.760 3.149
F 2.236 -1.601 3.797
C 2.224 -3.921 3.830
F 2.813 -3.898 5.040
C 1.937 -5.138 3.240
F 2.240 -6.287 3.866
C 1.340 -5.156 1.993
F 1.065 -6.337 1.410
Br -2.621 2.741 6.141
C -1.708 1.934 4.668
C -1.611 2.614 3.469
C -0.950 1.998 2.408
C -0.373 0.719 2.463
C -0.505 0.101 3.721
C -1.154 0.676 4.814
H -2.049 3.599 3.362
H -0.909 2.560 1.481
H -0.102 -0.896 3.874
H -1.231 0.151 5.758

Here are the Mulliken charges for atoms 1 to 5, given in e: 1.5972, -0.7373, 0.2954, -0.7579, -0.6857